Computed, not measured: a cluster of 2 separate species, C3H10N2O2 in total, with ωB97M-V with the def2-TZVPD basis set.

Geometry as XYZ:
```
17
Properties=species:S:1:pos:R:3:nbo_charge:R:1
N -0.08693 1.44651 -2.13696 -0.853
C -0.97786 0.61173 -1.31292 -0.319
C -0.18093 -0.42677 -0.49342 0.653
N 0.78456 0.16973 0.25415 -0.614
C 1.88680 -0.74026 0.67827 -0.415
O -0.40833 -1.60328 -0.64248 -0.622
H 0.39497 0.97036 -2.87673 0.362
H -0.57536 2.20466 -2.58093 0.363
H -1.51977 1.31272 -0.68469 0.201
H -1.64367 0.05165 -1.96112 0.197
H 0.81106 1.14990 0.03053 0.414
H 2.08440 -1.34875 -0.20357 0.206
H 2.72224 -0.19780 1.09520 0.213
H 1.40957 -1.41873 1.37995 0.212
H -1.43993 0.27996 2.36469 0.466
H -0.82482 -0.50178 3.47496 0.466
O -0.81737 0.38602 3.10853 -0.931
```

Properties
Gap between HOMO and LUMO   0.3772 Eh
SMILES   CNC(=O)CN.O
Electronic energy   -10348.2624 eV
Total charge   0

=====

Computed, not measured: a cluster of 6 separate species, C16H21N3O10S in total, with ωB97M-V with the def2-TZVPD basis set.

Geometry as XYZ:
```
51
Properties=species:S:1:pos:R:3:nbo_charge:R:1
O -3.22363 -0.71354 -2.81111 -0.769
C -3.44528 -1.92913 -3.31941 0.915
O -4.61743 -2.21815 -3.57932 -0.797
O -2.49374 -2.69605 -3.31557 -0.812
H -2.33733 -0.96503 -2.54122 0.482
O -0.46769 -0.37916 -0.86686 -0.768
C -1.21035 -0.82093 0.14013 0.899
O -1.95098 -0.06773 0.75856 -0.799
O -1.17169 -2.04572 0.32689 -0.797
H -0.33998 -1.32477 -0.97233 0.511
C 3.44962 -3.51745 0.15645 -0.101
C 2.47925 -2.42267 0.20210 -0.113
O 3.12695 -1.23431 0.57314 -0.671
S 4.75880 -1.49428 0.92848 2.467
O 5.07585 -0.89252 2.18915 -0.858
O 5.50782 -1.11772 -0.26400 -0.895
O 4.55090 -3.13945 0.95547 -0.669
H 3.82490 -3.71307 -0.84803 0.191
H 3.07405 -4.42041 0.63781 0.218
H 1.66442 -2.55230 0.91439 0.216
H 2.01369 -2.28053 -0.77316 0.212
N 3.46617 3.21012 -1.60739 -0.518
C 2.84912 4.01648 -2.58273 -0.087
C 1.66032 3.50770 -2.97774 -0.315
C 1.52314 2.31465 -2.26443 -0.312
C 2.65191 2.12797 -1.40554 -0.064
H 4.22698 3.36781 -0.96210 0.419
H 3.27658 4.91598 -3.00058 0.200
H 0.86696 3.95555 -3.55777 0.218
H 0.64076 1.69449 -2.32099 0.225
H 2.90168 1.30929 -0.74692 0.230
N -2.26942 2.39348 -1.15782 -0.507
C -2.82567 3.21273 -0.21952 0.195
C -3.92038 3.85572 -0.85523 -0.199
C -3.85360 3.68862 -2.17217 -0.278
C -2.86407 2.73436 -2.36555 0.219
H -1.69726 1.61856 -0.85411 0.505
H -2.48277 3.12030 0.80042 0.255
H -4.67210 4.36289 -0.26864 0.239
H -4.50556 4.09594 -2.93075 0.255
H -2.57245 2.25051 -3.28602 0.259
N -0.60785 -1.78862 3.60728 -0.496
C -0.80717 -1.08583 4.79496 -0.076
C -1.39388 -1.87109 5.76926 -0.326
C -1.43685 -3.15701 5.17085 -0.325
C -0.97327 -3.07995 3.84353 -0.061
H -0.29784 -1.35433 2.74973 0.441
H -0.65522 -0.01723 4.83251 0.194
H -1.67447 -1.56109 6.76503 0.214
H -1.78765 -4.06322 5.64216 0.205
H -1.03427 -3.82987 3.06874 0.225
```

Properties
Gap between HOMO and LUMO (spin up / spin down)   0.2067 / 0.0666 Eh
Electronic energy   -52709.3240 eV
Total charge   -1
Spin multiplicity   2
⟨S²⟩   0.76

=====

Computed, not measured: a cluster of 2 separate species, C6H13N in total, with ωB97M-V with the def2-TZVPD basis set.

Geometry as XYZ:
```
20
Properties=species:S:1:pos:R:3:nbo_charge:R:1
C -0.10697 3.33781 -1.60184 -0.608
C -0.18242 2.05924 -0.79048 -0.250
C 0.88218 0.07752 -1.36377 -0.066
N -0.02311 0.90214 -1.65470 -0.383
H -0.37624 4.21653 -1.01511 0.210
H 0.90374 3.49685 -1.97930 0.205
H -0.77949 3.30868 -2.45811 0.217
H -1.15646 1.97155 -0.30391 0.200
H 0.56427 2.08684 0.01499 0.161
H 1.55200 0.20171 -0.50732 0.140
H 1.00436 -0.79550 -1.99978 0.176
C 0.62511 -1.65378 1.72388 -0.654
C -0.67049 -2.16531 1.17950 -0.176
C -1.19309 -3.34322 1.47289 -0.400
H 0.63774 -0.56636 1.82134 0.212
H 0.87819 -2.06866 2.69877 0.216
H 1.45905 -1.87259 1.05186 0.216
H -1.19127 -1.48694 0.51146 0.198
H -2.12162 -3.68706 1.03469 0.200
H -0.70548 -4.01942 2.16492 0.187
```

Properties
Gap between HOMO and LUMO   0.3959 Eh
SMILES   C=NCC.C=CC
Electronic energy   -7921.3535 eV
Total charge   0

=====

Computed, not measured: an isolated molecule of C2H4N2OS3, with ωB97M-V with the def2-TZVPD basis set.

Geometry as XYZ:
```
12
Properties=species:S:1:pos:R:3:nbo_charge:R:1
C 0.30839 0.07467 1.09583 0.612
C -0.22591 0.86826 -0.05491 -0.005
H 2.68468 -0.49930 -1.07286 0.121
H 1.52026 -1.46095 1.58948 0.422
H -1.89692 1.10472 -1.24991 0.429
H -1.73469 -1.79328 -1.20446 0.112
N 1.26305 -0.86049 0.79068 -0.768
N -1.36490 0.46636 -0.60985 -0.712
O -0.08585 0.25693 2.24368 -0.558
S 1.69976 -1.37939 -0.76720 0.197
S 0.51976 2.22542 -0.48835 -0.048
S -2.19879 -0.99011 -0.21464 0.199
```

Properties
Gap between HOMO and LUMO   0.3344 Eh
SMILES   O=C(NS)C(=S)NS
Electronic energy   -39671.4310 eV
Total charge   0

=====

Computed, not measured: an isolated molecule of C4H12OSi, with ωB97M-V with the def2-TZVPD basis set.

Geometry as XYZ:
```
18
Properties=species:S:1:pos:R:3:nbo_charge:R:1
C 0.65002 -1.86497 -0.46663 -0.649
C -1.25982 -1.66964 1.15647 -0.646
C 0.19113 3.06303 -0.53111 -1.097
C -0.56563 -1.12307 -0.17203 0.143
O -0.30445 0.32234 -0.33833 -0.930
Si 0.81217 1.33603 0.14359 1.429
H 1.50037 -1.66057 0.11267 0.213
H 0.48190 -2.90350 -0.60225 0.221
H 0.89758 -1.40338 -1.48353 0.216
H -1.18753 -0.98928 2.03386 0.226
H -0.67903 -2.50692 1.41224 0.211
H -2.30210 -1.81237 0.76891 0.225
H -0.28410 3.78328 0.13166 0.243
H 0.97152 3.35575 -1.17010 0.227
H -0.68382 2.81364 -1.19142 0.239
H -1.31698 -1.29316 -1.03838 0.176
H 2.20041 1.14299 -0.45234 -0.220
H 0.87837 1.40981 1.68672 -0.226
```

Properties
Gap between HOMO and LUMO   0.4070 Eh
SMILES   C[SiH2]OC(C)C
Electronic energy   -14267.2737 eV
Total charge   0

=====

Computed, not measured: a cluster of 2 separate species, C4H12N2O2 in total, with ωB97M-V with the def2-TZVPD basis set.

Geometry as XYZ:
```
20
Properties=species:S:1:pos:R:3:nbo_charge:R:1
C -0.35205 -1.74199 0.74914 -0.221
C -1.34373 -1.18621 -0.27721 -0.387
C -0.68697 -0.23462 -1.29745 -0.503
C 0.08644 0.86387 -0.61297 0.689
N -0.60626 1.93384 -0.20306 -0.813
O 1.29375 0.74948 -0.39169 -0.679
N 0.82815 -2.31288 0.09476 -0.852
H -0.12674 -0.93987 1.46881 0.163
H -0.82325 -2.53896 1.32453 0.193
H -2.15166 -0.66335 0.23438 0.199
H -1.75443 -2.03229 -0.83062 0.213
H -1.46447 0.19330 -1.93092 0.214
H -0.01819 -0.79891 -1.94209 0.242
H -0.13597 2.66553 0.30525 0.433
H -1.56642 2.11178 -0.46880 0.395
H 1.32178 -2.88941 0.77489 0.358
H 1.44299 -1.55501 -0.18442 0.377
H 2.43941 3.13660 1.63608 0.473
H 1.85470 2.17396 0.57811 0.499
O 1.76292 3.06515 0.97330 -0.994
```

Properties
Gap between HOMO and LUMO   0.3718 Eh
SMILES   NCCCC(N)=O.O
Electronic energy   -11418.8513 eV
Total charge   0

=====

Computed, not measured: a cluster of 2 separate species, C3H10N2O2 in total, with ωB97M-V with the def2-TZVPD basis set.

Geometry as XYZ:
```
17
Properties=species:S:1:pos:R:3:nbo_charge:R:1
C 1.54518 -1.37847 -0.76142 -0.284
C 0.61125 -0.43295 -0.01090 -0.511
C 0.24269 -1.11649 1.36197 0.676
N -1.03830 -1.03052 1.77678 -0.778
O 1.19171 -1.75723 1.96137 -0.564
N 1.55836 -0.75037 -2.04358 -0.319
H 1.15120 -2.41937 -0.86384 0.276
H 2.52517 -1.41856 -0.23942 0.330
H -0.17337 -0.08511 -0.64025 0.230
H 1.16640 0.43796 0.36143 0.257
H -1.24034 -1.57648 2.58073 0.428
H -1.47966 -0.16876 1.60631 0.408
H 1.48215 0.24774 -2.06021 0.410
H 1.67695 -1.24028 -2.96790 0.441
H -3.15394 4.18977 -1.19113 0.465
H -3.80746 5.61415 -1.13229 0.478
O -3.21449 5.06381 -1.60183 -0.942
```

Properties
Gap between HOMO and LUMO (spin up / spin down)   0.3726 / 0.1880 Eh
Electronic energy   -10339.2092 eV
Total charge   +1
Spin multiplicity   2
⟨S²⟩   0.76

=====

Computed, not measured: a structure of composition C2H5BrN4, with ωB97M-V with the def2-TZVPD basis set.

Geometry as XYZ:
```
12
Properties=species:S:1:pos:R:3:nbo_charge:R:1
C 0.65544 0.34005 0.53594 0.209
C 0.69051 -0.93525 0.96511 -0.445
N 1.15882 0.99660 -0.56474 -0.230
N -0.29173 1.44459 0.84455 -0.469
N 0.43171 2.04679 -0.27465 -0.210
N -1.40092 -1.70918 -0.76742 -0.614
Br -0.71151 -0.55175 -2.03105 0.220
H 1.34374 -1.73063 0.42712 0.240
H 0.02190 -1.18223 1.87441 0.238
H -1.23573 1.18800 0.70940 0.376
H 0.11604 2.58830 -0.96570 0.373
H -0.77826 -2.49528 -0.75297 0.312
```

Properties
Gap between HOMO and LUMO (spin up / spin down)   0.2487 / 0.3358 Eh
Electronic energy   -78150.6998 eV
Total charge   0